DFT (ωB97M-V/def2-TZVPD) results for C55H44ClN3O4PSiV as an isolated structure.

Last column: Löwdin charge in e.
Element x y z (Å)
V1 -0.256 0.784 -0.042  0.851
Cl1 2.562 -3.766 4.856  0.591
C1 1.782 -3.003 3.484  -0.693
C2 1.925 -3.560 2.217  -0.121
C3 1.310 -2.939 1.146  -0.018
C4 0.558 -1.756 1.277  -0.352
O1 0.013 -1.237 0.208  -0.229
C5 0.421 -1.206 2.592  -0.170
C6 -0.389 -0.067 2.877  -0.087
N1 -0.960 0.694 1.939  -0.012
C7 -1.930 1.593 2.247  -0.230
C8 -2.342 2.006 3.527  -0.037
C9 -3.385 2.920 3.676  -0.114
C10 -4.067 3.447 2.600  -0.081
C11 -3.696 3.052 1.292  -0.164
C12 -4.327 3.517 0.123  -0.024
C13 -3.896 3.091 -1.112  -0.066
C14 -2.825 2.199 -1.183  -0.125
N2 -2.219 1.730 -0.106  0.014
C15 -2.628 2.135 1.119  -0.147
C16 1.043 -1.862 3.673  -0.100
H1 2.506 -4.462 2.081  0.097
H2 1.390 -3.366 0.153  0.111
H3 -0.609 0.119 3.925  0.098
H4 -1.848 1.628 4.411  0.082
H5 -3.666 3.223 4.679  0.094
H6 -4.879 4.152 2.734  0.093
H7 -5.151 4.217 0.212  0.109
H8 -4.365 3.438 -2.024  0.098
H9 -2.445 1.859 -2.138  0.114
H10 0.935 -1.450 4.671  0.106
O2 0.340 0.837 -2.305  -0.040
C17 -0.601 0.188 -1.818  -0.399
C18 -1.375 -0.762 -2.674  -0.180
C19 -1.059 -0.819 -4.033  -0.021
C20 -1.748 -1.662 -4.883  -0.081
C21 -2.771 -2.458 -4.379  -0.084
C22 -3.086 -2.410 -3.031  -0.093
C23 -2.390 -1.573 -2.154  -0.283
P1 -2.793 -1.522 -0.351  1.157
C24 -4.610 -1.809 -0.464  -0.364
C25 -5.245 -3.037 -0.290  -0.095
C26 -6.629 -3.139 -0.371  -0.095
C27 -7.399 -2.013 -0.625  -0.107
C28 -6.778 -0.780 -0.787  -0.092
C29 -5.398 -0.679 -0.697  -0.094
C30 -2.207 -3.147 0.250  -0.378
C31 -2.262 -3.334 1.632  -0.104
C32 -1.803 -4.505 2.213  -0.082
C33 -1.262 -5.507 1.419  -0.100
C34 -1.184 -5.324 0.046  -0.092
C35 -1.653 -4.152 -0.536  -0.080
H11 -0.254 -0.186 -4.386  0.116
H12 -1.494 -1.702 -5.936  0.098
H13 -3.324 -3.118 -5.036  0.098
H14 -3.886 -3.035 -2.654  0.101
H15 -4.652 -3.922 -0.090  0.100
H16 -7.105 -4.102 -0.233  0.096
H17 -8.477 -2.091 -0.687  0.093
H18 -7.371 0.108 -0.972  0.098
H19 -4.922 0.291 -0.801  0.087
H20 -2.646 -2.537 2.262  0.110
H21 -1.838 -4.622 3.289  0.103
H22 -0.880 -6.413 1.871  0.097
H23 -0.743 -6.092 -0.579  0.098
H24 -1.568 -4.019 -1.607  0.098
C36 0.788 5.165 0.373  0.019
C37 0.651 3.694 0.650  -0.529
N3 1.200 3.238 1.790  0.206
O3 0.050 2.958 -0.133  -0.021
H25 0.529 5.750 1.256  0.084
H26 0.140 5.433 -0.456  0.089
H27 1.825 5.377 0.101  0.071
H28 1.835 3.829 2.296  0.113
H29 1.343 2.230 1.824  0.081
O4 1.594 0.905 0.389  -0.371
Si1 3.060 0.937 -0.248  0.511
C38 3.496 2.685 -0.828  -0.212
C39 2.843 3.194 -1.958  -0.083
C40 3.114 4.473 -2.427  -0.091
C41 4.042 5.275 -1.770  -0.118
C42 4.691 4.792 -0.642  -0.108
C43 4.419 3.507 -0.181  -0.095
C44 3.321 -0.173 -1.742  -0.199
C45 4.323 0.106 -2.672  -0.099
C46 4.545 -0.725 -3.764  -0.102
C47 3.758 -1.853 -3.944  -0.107
C48 2.754 -2.145 -3.029  -0.082
C49 2.542 -1.316 -1.937  -0.069
C50 4.281 0.425 1.093  -0.204
C51 3.800 0.047 2.348  -0.073
C52 4.659 -0.399 3.346  -0.082
C53 6.025 -0.458 3.108  -0.103
C54 6.525 -0.080 1.867  -0.102
C55 5.658 0.349 0.872  -0.103
H30 2.107 2.578 -2.465  0.101
H31 2.600 4.846 -3.305  0.100
H32 4.257 6.272 -2.137  0.093
H33 5.416 5.412 -0.126  0.093
H34 4.942 3.135 0.695  0.095
H35 4.931 0.998 -2.558  0.097
H36 5.325 -0.486 -4.478  0.092
H37 3.922 -2.500 -4.799  0.091
H38 2.126 -3.018 -3.168  0.099
H39 1.743 -1.538 -1.240  0.080
H40 2.731 0.056 2.529  0.083
H41 4.258 -0.721 4.299  0.096
H42 6.697 -0.811 3.881  0.093
H43 7.590 -0.136 1.671  0.093
H44 6.062 0.615 -0.101  0.099

Properties
- HOMO-LUMO gap (alpha / beta) (eV) = 4.77 / 6.20
- ΔE to the lowest compared entry with this formula, charge and spin (eV) = 0.0000
- LUMO energy (alpha / beta) (eV) = 2.41 / 2.35
- HOMO (alpha / beta) (eV) = -2.362 / -3.851
- total charge = -1
- 2S+1 = 2

=====

DFT (ωB97M-V/def2-TZVPD) results for one molecule with the formula C8H6O3.

Last column: Löwdin charge in e.
Element x y z (Å)
O1 1.218 -0.028 2.897  0.199
C1 0.667 0.354 2.010  -0.381
C2 0.328 1.854 1.755  -0.048
O2 -0.254 1.967 0.486  0.015
C3 -0.212 0.755 -0.199  -0.177
C4 -0.661 0.456 -1.449  0.039
C5 -0.549 -0.799 -1.889  -0.291
O3 -0.998 -1.147 -3.124  0.100
C6 -0.049 -1.938 -1.108  0.019
C7 0.465 -1.567 0.143  0.033
C8 0.297 -0.187 0.695  -0.044
H1 -0.422 2.163 2.424  0.143
H2 0.695 2.570 2.079  0.015
H3 -0.963 1.199 -2.116  0.123
H4 -1.589 -0.661 -3.550  0.035
H5 -0.198 -3.099 -1.423  0.167
H6 1.027 -2.082 0.757  0.053

Properties
- HOMO-LUMO gap (eV) = 9.21
- ΔE to the lowest compared entry with this formula, charge and spin (eV) = 4.5657
- LUMO energy (eV) = 0.47
- HOMO (eV) = -8.744
- SMILES = O=C1COc2cc(O)ccc21
- total charge = 0

=====

DFT (ωB97M-V/def2-TZVPD) results for a 6-piece molecular cluster, H12O5S overall.

Last column: Löwdin charge in e.
Element x y z (Å)
O1 0.919 -2.341 1.514  -0.046
H1 1.007 -1.608 2.104  0.023
H2 1.761 -2.182 1.063  0.034
O2 -1.735 -1.135 0.843  -0.097
H3 -0.876 -1.514 1.069  -0.008
H4 -1.618 -0.724 -0.028  -0.011
O3 2.648 0.107 0.857  -0.046
H5 2.015 0.612 0.334  0.035
H6 3.239 -0.262 0.196  0.040
O4 -1.755 0.649 -1.273  -0.044
H7 -2.224 1.456 -1.070  0.025
H8 -1.174 0.759 -2.018  0.017
O5 1.199 0.557 -2.344  -0.034
H9 1.407 -0.379 -2.441  0.052
H10 0.493 0.673 -2.969  0.018
S1 -1.583 2.163 1.786  0.505
H11 -2.436 2.319 0.763  -0.238
H12 -1.287 0.852 1.613  -0.226

Properties
- HOMO-LUMO gap (eV) = 9.29
- ΔE to the lowest compared entry with this formula, charge and spin (eV) = 0.8648
- LUMO energy (eV) = -0.12
- HOMO (eV) = -9.408
- SMILES = O.O.O.O.O.S
- total charge = 0